1.
{"formula": "C36H28AuFOP2S", "method": "ωB97M-V/def2-TZVPD", "symbols": ["C", "H", "H", "H", "C", "C", "H", "C", "H", "C", "C", "H", "H", "C", "C", "C", "C", "C", "C", "H", "F", "C", "C", "C", "C", "H", "C", "C", "C", "O", "H", "H", "C", "H", "H", "C", "H", "C", "C", "H", "H", "H", "Au", "H", "C", "C", "H", "H", "S", "C", "C", "C", "C", "H", "H", "H", "H", "C", "H", "C", "C", "C", "H", "C", "H", "C", "H", "C", "P", "P"], "xyz": [[2.314, 3.440, 2.240], [-2.423, -2.856, -1.188], [2.053, -4.353, 1.215], [7.295, 2.486, 2.883], [-4.616, -1.393, 0.960], [1.471, 1.359, 3.178], [4.856, 2.122, 2.945], [-6.307, -0.283, -3.433], [-7.058, -1.014, -3.698], [2.692, -0.554, 0.916], [1.181, -2.437, 0.810], [0.176, -2.817, 0.673], [-5.373, -1.562, -1.988], [-3.652, -1.510, -0.038], [6.777, 2.159, 1.993], [-4.390, 1.608, -2.737], [1.701, 4.142, 3.259], [-1.800, -0.711, -3.217], [0.869, 2.077, 4.199], [-0.909, -1.258, -5.085], [2.471, 1.721, -0.461], [-4.615, -3.780, 1.220], [2.192, 2.045, 2.198], [3.741, -1.421, 1.222], [-6.293, 0.959, -4.049], [-2.795, -0.682, -3.637], [-1.613, -0.423, -1.864], [-4.395, 0.355, -2.122], [5.407, 1.954, 2.028], [-1.124, -0.599, 1.161], [1.766, -0.836, -1.786], [2.883, 3.966, 1.482], [2.233, -3.290, 1.124], [1.391, -1.316, -4.160], [-4.992, -4.667, 1.711], [0.760, -0.791, -2.182], [8.546, 2.121, 0.788], [3.509, -2.786, 1.321], [-5.358, -0.592, -2.468], [7.378, 1.388, -1.258], [-5.332, 2.876, -4.179], [-3.650, 2.350, -2.459], [-2.875, 1.752, 0.461], [0.517, 4.014, 5.040], [-3.655, -3.897, 0.224], [-3.169, -2.762, -0.408], [-3.289, -4.873, -0.065], [4.326, -3.452, 1.561], [-0.008, -0.022, 0.364], [1.413, -1.080, 0.692], [-0.731, -1.035, -4.041], [7.477, 1.953, 0.812], [0.551, -1.068, -3.526], [1.788, 5.219, 3.301], [0.316, 1.554, 4.968], [4.944, 1.004, -1.220], [-4.995, -0.418, 1.247], [-5.096, -2.530, 1.588], [1.388, 0.280, 3.152], [0.984, 3.459, 4.237], [-5.334, 1.905, -3.703], [-0.306, -0.480, -1.353], [-5.844, -2.443, 2.363], [4.751, 1.537, 0.869], [-7.036, 1.197, -4.798], [5.458, 1.322, -0.321], [4.736, -1.029, 1.390], [6.822, 1.538, -0.343], [3.027, 1.194, 0.903], [-3.125, -0.038, -0.912]], "charge": 2, "e_lumo_ev": -6.335, "homo_energy_ev": -13.9, "de_lowest_kcal_mol": 3.9}

---

2.
{"formula": "C31H43Cl2OP3SV", "method": "ωB97M-V/def2-TZVPD", "symbols": ["H", "H", "H", "C", "C", "C", "C", "C", "C", "C", "H", "H", "H", "O", "C", "H", "H", "H", "H", "H", "C", "H", "C", "H", "C", "C", "H", "H", "H", "H", "H", "C", "C", "H", "H", "H", "C", "H", "H", "C", "H", "C", "P", "H", "P", "H", "Cl", "H", "C", "C", "H", "H", "H", "H", "H", "H", "C", "C", "H", "C", "S", "C", "H", "C", "P", "H", "V", "C", "H", "H", "H", "C", "H", "Cl", "H", "C", "H", "C", "C", "C", "H", "C"], "xyz": [[2.716, -1.460, 1.512], [-0.895, 3.180, -3.018], [-0.920, -2.990, -7.256], [-1.504, -0.151, -2.914], [1.110, -1.128, -5.249], [3.415, 1.175, -5.952], [4.927, 2.836, -4.274], [-2.892, 1.636, 1.159], [-1.293, 3.539, -0.032], [-2.285, -0.953, -1.893], [-4.334, -3.118, -4.315], [-1.182, -0.810, -3.747], [-1.661, 6.248, -5.955], [-2.394, 0.879, -3.436], [3.601, 2.552, -3.947], [3.141, 2.974, -3.052], [-3.654, -3.619, -0.939], [1.278, 3.200, -6.760], [6.536, 2.518, -5.683], [-5.151, 0.151, -1.862], [-0.513, -2.114, -6.749], [-2.043, 3.410, -0.824], [5.500, 2.294, -5.431], [-2.983, -1.993, -4.666], [-0.161, 4.789, -6.487], [2.841, 1.719, -4.788], [-1.902, -0.738, -7.669], [-5.948, -0.882, -3.099], [-0.131, -3.360, -1.707], [1.504, -2.702, 1.921], [-0.430, -3.595, 0.035], [0.575, -2.249, -5.885], [-3.420, -2.663, -3.913], [-4.575, 0.206, -3.548], [-2.269, -1.495, 0.161], [2.822, 0.536, -6.608], [-1.129, 5.348, -5.647], [1.033, -4.309, -0.726], [1.505, 1.407, -1.816], [-1.764, -0.962, -0.653], [3.067, -0.911, -1.585], [0.516, 3.630, -6.106], [1.268, -1.927, -0.354], [2.014, -1.223, -4.642], [1.099, 1.506, -4.413], [-3.361, 2.496, 1.654], [-0.474, -0.781, 1.883], [-2.694, -3.453, -3.674], [0.495, 0.128, -5.409], [-0.582, 0.267, -6.305], [1.025, -3.227, -5.710], [-3.365, 1.447, 0.188], [-1.588, 4.336, 0.660], [-1.014, 1.253, -6.495], [5.512, 3.485, -3.623], [0.073, 5.255, -7.444], [-1.073, -0.855, -6.973], [-1.404, 4.756, -4.412], [3.257, -2.696, -1.463], [-0.319, 0.404, -2.227], [-1.139, 2.035, 0.943], [-4.375, -2.810, -1.109], [-2.968, 0.752, 1.797], [4.744, 1.465, -6.265], [-3.823, -1.747, -2.427], [-0.309, 3.754, -0.459], [-0.004, 0.139, -0.310], [2.549, -1.876, -1.639], [-5.340, -3.245, -1.400], [5.185, 1.038, -7.167], [-2.150, 5.189, -3.746], [-0.722, 3.603, -4.012], [2.930, -3.140, 0.912], [2.000, 1.091, 0.474], [2.084, -1.984, -2.625], [0.220, 3.013, -4.874], [-4.501, -2.235, -0.183], [0.773, 1.072, -2.563], [0.348, -3.450, -0.724], [2.201, -2.356, 1.150], [-1.891, 1.541, -3.954], [-4.997, -0.445, -2.772]], "charge": 2, "e_lumo_ev": [-6.523, -6.164], "homo_energy_ev": [-13.8, -13.8], "s_squared": 0.769, "multiplicity": 2}

---

3.
{"formula": "C26H23MnN5O2", "method": "ωB97M-V/def2-TZVPD", "symbols": ["H", "C", "C", "C", "C", "H", "H", "C", "C", "O", "H", "C", "C", "H", "C", "Mn", "H", "C", "C", "H", "H", "C", "O", "H", "H", "C", "C", "H", "C", "H", "N", "H", "N", "C", "N", "H", "H", "C", "H", "C", "H", "N", "C", "C", "C", "C", "N", "C", "H", "C", "H", "C", "H", "H", "C", "H", "H"], "xyz": [[-4.329, -12.493, 11.914], [0.839, -6.375, 12.186], [-3.160, -15.560, 11.233], [-2.803, -13.592, 13.140], [1.442, -5.867, 13.291], [-5.806, -9.292, 16.175], [-3.395, -16.339, 10.456], [-4.582, -6.580, 14.644], [1.681, -7.090, 11.247], [-4.619, -11.531, 15.482], [4.697, -6.762, 12.737], [-3.537, -7.205, 14.014], [-3.972, -12.855, 15.317], [0.277, -8.894, 15.481], [-0.623, -6.450, 11.938], [-1.863, -9.533, 13.170], [3.264, -5.764, 14.490], [0.561, -9.780, 14.883], [-5.361, -7.376, 15.482], [-1.766, -12.699, 14.930], [2.369, -10.374, 15.782], [-5.308, -8.745, 15.441], [-2.404, -5.227, 13.047], [-1.884, -4.856, 11.040], [-6.032, -6.841, 16.239], [-4.384, -9.291, 14.564], [-3.943, -10.722, 14.661], [-0.709, -4.253, 12.326], [-3.995, -14.461, 11.200], [0.305, -11.730, 12.325], [-3.499, -8.548, 13.859], [2.560, -12.116, 13.869], [1.688, -10.465, 15.016], [-3.767, -13.377, 12.071], [-0.081, -10.189, 13.767], [-0.851, -6.923, 10.973], [-1.314, -14.872, 13.977], [2.835, -6.104, 13.527], [-4.787, -14.309, 10.446], [3.050, -7.164, 11.400], [-4.566, -5.510, 14.823], [-2.970, -11.210, 13.948], [-2.198, -15.754, 12.220], [-2.041, -14.773, 13.187], [-2.393, -6.548, 13.340], [0.632, -11.235, 13.206], [-1.384, -7.327, 12.902], [-1.336, -5.061, 12.023], [1.227, -7.584, 10.341], [-2.738, -12.632, 14.313], [-1.642, -16.692, 12.194], [3.634, -6.674, 12.554], [3.685, -7.586, 10.620], [0.828, -5.515, 14.122], [1.735, -11.417, 13.986], [-4.671, -13.549, 14.868], [-3.673, -13.179, 16.297]], "charge": 2, "e_lumo_ev": [-6.912, -7.065], "homo_energy_ev": [-14.0, -14.0], "s_squared": 8.754, "multiplicity": 6}

---

4.
{"formula": "C30H53BrCdN4P2", "method": "ωB97M-V/def2-TZVPD", "symbols": ["H", "H", "C", "H", "H", "C", "P", "C", "N", "P", "H", "H", "H", "C", "H", "H", "H", "H", "C", "H", "C", "H", "C", "H", "H", "H", "C", "C", "C", "C", "H", "H", "H", "H", "H", "H", "H", "C", "Cd", "C", "H", "H", "C", "H", "C", "H", "H", "H", "H", "N", "H", "C", "C", "H", "C", "C", "C", "H", "C", "N", "H", "H", "H", "H", "H", "C", "C", "H", "Br", "H", "H", "C", "H", "H", "H", "C", "N", "H", "H", "C", "C", "C", "H", "C", "H", "H", "C", "H", "H", "H", "H"], "xyz": [[3.989, -0.251, -4.673], [4.231, -0.980, 2.128], [-1.901, -2.347, 0.027], [3.927, 3.375, -3.036], [2.836, 0.847, -5.432], [3.501, 2.323, -1.176], [-0.140, -2.092, -0.492], [-4.025, 1.048, 2.948], [-4.726, -1.237, 3.040], [3.039, 0.615, -1.677], [4.056, 1.495, -4.321], [-3.914, -0.254, 4.685], [5.932, 0.726, -2.872], [-2.614, 2.245, -2.684], [-3.454, 1.760, -3.192], [2.671, -1.121, 1.243], [2.553, 2.870, -1.038], [-1.912, 3.857, 0.276], [-3.914, 2.232, 0.777], [5.379, 2.667, -2.260], [1.117, -0.616, 5.391], [-4.681, 1.638, -1.142], [2.090, -3.879, -0.138], [-1.157, -2.029, -4.154], [0.253, 4.197, -0.917], [-1.045, -0.659, -3.043], [-3.917, 2.192, -0.593], [-2.102, -2.814, 1.467], [0.616, -3.646, 0.184], [5.878, 0.183, -1.918], [6.140, 0.872, -1.103], [-0.463, -3.630, -2.320], [2.314, -3.745, -1.202], [1.568, 1.189, -3.484], [-1.555, -3.738, 1.685], [2.361, -4.909, 0.130], [-3.415, 3.029, 1.321], [3.383, 0.647, -4.502], [0.787, 0.493, -0.464], [-4.357, 1.121, 1.572], [-2.394, -1.372, -0.116], [-0.885, 1.494, 3.701], [-1.231, -1.740, -3.098], [-1.785, -2.048, 2.189], [4.519, -0.479, -1.678], [1.895, -0.548, -3.444], [-3.166, -3.000, 1.659], [3.945, 2.227, -0.169], [-0.407, 0.395, 2.090], [0.665, 0.220, 4.276], [-5.670, -2.022, 1.353], [-1.766, 3.426, -0.719], [-5.029, 0.009, 1.007], [2.743, -3.218, 0.445], [-2.799, 2.696, -1.357], [1.262, 0.167, 3.034], [-0.545, 3.615, -1.362], [0.008, -4.489, -0.186], [3.311, -0.446, 1.830], [0.588, 0.327, 1.896], [0.788, -2.423, -2.672], [4.597, 4.110, -1.590], [2.108, -1.034, 5.197], [0.418, -1.447, 5.555], [-2.369, -3.055, -0.678], [-0.359, 3.046, -2.623], [2.380, 0.442, -3.374], [4.331, -1.267, -2.428], [1.304, 3.456, -3.556], [4.155, 1.263, 3.650], [-1.251, 2.139, -4.370], [3.441, 0.540, 4.076], [0.483, -3.603, 1.274], [-0.938, 0.922, 5.390], [-2.261, -1.924, -2.773], [-0.719, 0.632, 4.360], [2.609, -0.042, 3.035], [-3.555, 1.890, 3.453], [1.148, -0.011, 6.306], [4.411, 3.146, -2.080], [-0.231, -2.554, -2.278], [-4.214, -0.155, 3.633], [2.814, 1.058, 4.803], [-1.397, 2.430, -3.332], [-5.348, 0.006, -0.031], [3.604, 0.420, 1.206], [-5.187, -1.142, 1.792], [4.029, -0.239, 4.583], [4.519, -0.971, -0.690], [6.656, -0.593, -1.946], [-1.411, -0.177, 4.070]], "charge": 2, "e_lumo_ev": -6.780, "homo_energy_ev": -12.8, "de_lowest_kcal_mol": 41.7}

---

5.
{"formula": "C6H14N2O2", "method": "ωB97M-V/def2-TZVPD", "symbols": ["H", "N", "C", "H", "H", "H", "H", "C", "C", "C", "C", "N", "H", "H", "H", "O", "H", "H", "O", "H", "C", "H", "H", "H"], "xyz": [[2.645, 0.337, 0.606], [-1.281, -0.725, -1.312], [-1.821, -1.897, -2.000], [-1.240, -1.083, 2.118], [-0.220, 2.053, -2.804], [3.356, 1.455, 1.798], [-1.079, 0.490, 3.072], [-1.120, 0.416, -2.143], [0.657, -0.261, 1.745], [-0.770, -0.070, 2.116], [2.845, 0.551, 1.735], [1.536, 0.797, 2.293], [0.686, 1.198, -1.441], [-2.894, -1.735, -2.243], [1.439, 1.360, 3.106], [-1.594, 0.364, -3.260], [-1.733, -2.929, -1.544], [3.376, -0.196, 2.089], [1.118, -1.110, 0.993], [-0.260, 2.138, -0.834], [-0.244, 1.477, -1.849], [-1.433, -2.130, -3.007], [-0.571, -0.948, -0.588], [-1.398, 0.449, 1.355]], "e_lumo_ev": 0.640, "homo_energy_ev": -9.3, "de_lowest_kcal_mol": 70.4}

---

6.
{"formula": "C12H16NO4PPtS4", "method": "ωB97M-V/def2-TZVPD", "symbols": ["H", "O", "H", "H", "C", "C", "H", "O", "C", "C", "S", "N", "C", "H", "C", "H", "C", "S", "C", "H", "S", "Pt", "H", "H", "P", "H", "C", "H", "H", "H", "C", "H", "S", "O", "C", "H", "O", "C", "H"], "xyz": [[-0.509, 1.756, -0.125], [-2.577, -2.520, 0.289], [3.862, 1.409, -3.252], [-4.924, -0.421, 0.973], [2.759, -1.273, 1.622], [2.050, 1.226, -2.133], [-1.447, -3.642, -1.063], [-2.861, -0.289, 1.348], [1.744, 2.836, -0.351], [2.978, 3.396, -0.656], [0.101, -1.752, 2.212], [-0.007, 1.172, -0.789], [3.274, 1.803, -2.434], [-3.140, 1.471, -1.048], [-4.229, -0.577, 1.795], [-2.853, -4.443, -0.315], [-3.113, 0.685, -1.803], [4.356, -1.195, 2.199], [1.298, 1.758, -1.096], [-2.315, 0.836, -2.527], [2.203, -1.828, 4.241], [0.033, -0.754, 0.172], [-4.058, 0.666, -2.336], [4.693, 3.332, -1.939], [-2.209, -1.012, 0.129], [-0.545, 1.155, -1.651], [-2.486, -3.526, -0.761], [-4.426, 0.125, 2.597], [1.136, 3.254, 0.444], [-3.111, -3.228, -1.598], [1.693, -1.594, 2.633], [3.333, 4.244, -0.086], [2.385, -1.091, 0.026], [4.768, -1.520, 4.791], [3.963, -1.515, 3.940], [-4.276, -1.601, 2.152], [-2.969, -0.612, -1.192], [3.740, 2.884, -1.695], [1.685, 0.383, -2.711]], "charge": 2, "e_lumo_ev": -9.280, "homo_energy_ev": -15.0, "de_lowest_kcal_mol": 0.0}

---

For the records above, the corresponding largest force on an atom values read 0.002, 0.063, 0.076, 0.039, 0.119, 0.019 hartree/bohr.
For the records above, the corresponding energy values read -75643.3731, -124313.9772, -70187.4917, -131100.5790, -13522.5729, -78246.8516 eV.